ORCA calculation (the ωB97M-V functional and the def2-TZVPD basis) on a molecular structure, C13H24AlAsF18N2O17S7 in a non-equilibrium geometry.

```
83
Properties=species:S:1:pos:R:3:forces:R:3
Al 34.871731 -17.398554 -4.024433 0.93 1.22 1.19
C 37.510180 -13.334659 -3.902174 -1.31 -0.50 0.10
F 36.951427 -12.590752 -4.823738 0.46 0.09 -0.24
F 38.731017 -12.966329 -3.611708 0.14 0.14 -0.11
F 36.729241 -13.299488 -2.839525 0.62 0.20 0.41
S 37.604596 -15.183707 -4.416834 0.31 -1.09 1.09
O 38.900116 -15.358084 -5.015078 -1.27 0.18 0.28
O 37.270455 -15.993444 -3.255517 -0.52 0.23 -0.59
N 36.202425 -15.430322 -5.456767 0.52 0.02 3.78
S 36.824386 -15.206828 -6.868555 -0.03 0.19 -5.80
O 37.573847 -13.975027 -7.008490 -0.85 -0.95 0.67
O 37.368776 -16.427058 -7.383316 0.03 0.14 0.03
C 35.262942 -14.948021 -7.931502 -1.07 -0.18 1.61
F 34.470614 -14.028616 -7.386688 0.54 0.60 -0.17
F 35.554469 -14.612503 -9.165296 0.28 -0.26 -0.07
F 34.500432 -16.068229 -7.891252 0.84 -0.20 -0.45
C 37.512897 -19.783199 -0.685409 1.63 0.31 -1.29
F 38.762214 -20.196079 -0.952265 -0.66 -0.97 0.62
F 37.140595 -20.076151 0.556347 0.01 -0.17 -0.99
F 37.600480 -18.479321 -0.851660 -0.94 0.50 0.19
S 36.276148 -20.434924 -2.022770 -1.64 -0.31 1.82
O 36.344562 -21.868150 -2.149694 0.43 1.48 -0.30
O 35.046094 -19.908399 -1.509498 0.05 0.77 -0.65
N 36.702798 -19.477356 -3.446446 -1.61 0.14 3.47
S 37.654882 -20.454640 -4.227473 3.67 -1.02 -4.40
O 38.547872 -21.316841 -3.484214 -0.91 1.18 0.17
O 36.953947 -21.052621 -5.326888 -0.06 0.40 0.05
C 38.923956 -19.149936 -4.940759 -0.75 -0.30 0.83
F 38.314032 -18.092906 -5.465252 -0.48 -0.31 -0.43
F 39.643732 -18.681082 -3.923703 0.24 -0.45 0.03
F 39.702156 -19.721959 -5.845748 -0.21 0.04 0.25
As 33.224888 -13.750673 -3.342450 -1.88 1.16 0.76
F 33.894481 -12.203445 -2.833556 0.12 -1.10 -0.62
F 34.716227 -14.627730 -2.973259 -0.68 -0.01 -0.55
F 32.529258 -15.359259 -3.739316 0.68 0.49 -0.03
F 31.695038 -12.997009 -3.758218 0.28 -0.39 0.42
F 33.621518 -13.514877 -4.997903 0.83 -0.30 0.24
F 32.642402 -13.900216 -1.674824 0.39 -0.54 -0.87
O 32.545264 -17.903549 -5.659581 -0.18 -0.21 0.01
S 31.132104 -17.584544 -5.852976 -0.43 1.50 -0.96
O 30.227491 -17.710184 -4.742885 0.55 -0.02 -0.74
O 31.174070 -16.100835 -6.454664 0.57 -1.05 1.48
C 29.888308 -15.479204 -6.730032 0.99 0.33 0.34
C 30.123398 -13.973964 -6.803221 -0.97 -0.08 -1.26
C 30.395564 -18.448566 -7.326912 1.64 -0.05 1.86
H 29.198166 -15.717385 -5.920608 -0.13 -0.14 -0.19
H 29.646250 -15.972357 -7.671575 -0.79 0.68 -0.12
H 31.028500 -13.692890 -7.339259 0.22 -0.30 0.25
H 30.030563 -13.406185 -5.881588 0.24 -0.44 0.23
H 29.320923 -13.636196 -7.467514 -0.10 0.30 0.13
H 30.617233 -19.465317 -7.003610 -0.38 -0.30 -0.67
H 30.986116 -18.129872 -8.181257 -0.07 -0.16 -0.05
H 29.335909 -18.231709 -7.401211 0.05 0.02 0.19
O 32.579238 -17.497630 -2.191471 -0.64 -0.39 0.79
S 31.469743 -17.611741 -1.255153 -1.24 0.78 1.33
O 31.047761 -18.889674 -0.732829 0.53 0.82 -0.73
O 31.818456 -16.649462 0.020035 0.36 -0.76 -1.68
C 30.831925 -16.376293 1.036295 0.35 -0.68 0.88
C 31.570927 -16.306709 2.366215 -0.02 -0.29 0.27
C 30.032164 -16.702375 -1.920913 0.58 0.46 -0.25
H 30.147565 -17.214516 1.175205 -0.38 0.18 -0.76
H 30.354221 -15.429736 0.791250 -0.17 -0.12 -0.07
H 32.583105 -15.950887 2.192428 -0.11 0.42 0.36
H 31.656901 -17.278908 2.855622 0.16 -0.26 -0.51
H 30.986198 -15.760687 3.108492 0.23 0.60 -0.25
H 29.348045 -16.232746 -1.214262 0.42 -0.56 0.73
H 29.419391 -17.309145 -2.581326 0.50 -0.16 -0.13
H 30.504094 -15.853285 -2.418503 -0.06 -0.22 -0.44
O 35.183983 -16.587381 -1.315688 0.51 -0.58 0.27
S 35.329098 -16.195411 0.067022 0.08 1.17 0.51
O 34.513470 -16.834277 1.078954 1.09 0.75 -0.93
O 36.907979 -16.335822 0.468934 -1.43 0.53 -1.28
C 37.299744 -16.333889 1.840139 -0.53 -1.72 1.06
C 38.669832 -16.976247 1.881480 0.47 1.58 -0.46
C 35.204204 -14.361030 0.068056 -0.12 -0.64 0.83
H 36.597005 -16.997100 2.352544 -0.07 0.26 0.20
H 37.263929 -15.364051 2.339011 0.05 0.25 -0.50
H 39.251054 -16.413619 1.144553 0.20 -0.39 -0.21
H 38.663788 -18.029024 1.623597 0.02 -0.02 0.22
H 39.182476 -16.724283 2.809867 -0.23 -0.54 0.26
H 35.476849 -13.990599 1.057425 0.21 -0.30 0.07
H 34.183093 -14.020789 -0.092090 -0.03 -0.42 -0.41
H 35.894890 -13.958057 -0.667227 -0.11 -0.28 -0.13
```
Forces are in eV/Å.

* net charge: 0
* maximum force: 5.81 eV Å⁻¹
* energy: -8961.18318 hartree
* HOMO-LUMO gap: 4.1 eV